1.
This record from OMol25 describes C2H3NO2S in the gas phase at a distorted geometry. The level of theory is the ωB97M-V functional and the def2-TZVPD basis.

Calculated values
- SMILES string: O=CNSC=O
- Spin multiplicity: 1
- Energy relative to the best compared isomer or geometry (same formula, charge and spin): 57.0 kcal/mol

Last column: Löwdin charge in e.
Geometry (Å):
C: -1.785 0.689 -0.093  -0.370
C: 1.782 -0.311 -0.112  -0.657
H: -2.362 1.613 -0.195  0.124
H: 0.317 1.563 -0.222  0.202
H: 2.390 -1.188 -0.405  0.078
N: -0.348 0.744 0.412  -0.299
O: -2.345 -0.361 -0.190  -0.015
O: 2.147 0.875 -0.127  -0.086
S: 0.231 -0.848 0.107  1.024


2.
This record from OMol25 describes 3 unconnected molecules or ions with the total composition C8H10Cl2F2O6. The level of theory is the ωB97M-V functional and the def2-TZVPD basis.

Calculated values
- SMILES string: O=C1OC[C@@H](F)O1.O=C1OC[C@@H](F)O1.ClCCCl
- Spin multiplicity: 1

Last column: Löwdin charge in e.
Geometry (Å):
C: -1.169 -3.171 -1.740  -0.079
C: -2.159 -2.898 -0.611  -0.329
O: -2.569 -4.176 -0.204  0.136
C: -1.946 -5.140 -0.935  -0.546
O: -2.100 -6.302 -0.789  0.183
O: -1.103 -4.583 -1.832  0.080
F: -3.249 -2.202 -1.050  0.056
H: -0.188 -2.742 -1.544  0.086
H: -1.539 -2.743 -2.674  0.142
H: -1.749 -2.370 0.245  0.119
C: 0.941 4.816 -0.621  -0.040
C: 0.490 4.253 0.726  -0.294
O: 1.573 3.463 1.126  0.114
C: 2.356 3.172 0.044  -0.552
O: 3.239 2.385 0.052  0.182
O: 1.975 3.912 -1.015  0.084
F: -0.590 3.427 0.553  0.038
H: 1.358 5.816 -0.512  0.140
H: 0.135 4.768 -1.345  0.143
H: 0.262 4.956 1.522  0.168
Cl: 1.549 -2.434 0.692  0.570
C: 0.807 -1.203 1.767  -0.627
C: 0.745 0.151 1.107  -0.645
Cl: -0.501 0.187 -0.165  0.607
H: 1.441 -1.167 2.648  0.074
H: -0.190 -1.551 2.018  0.059
H: 1.701 0.464 0.692  0.057
H: 0.481 0.910 1.846  0.075


The following Kohn-Sham gap values (in eV) correspond, in order, to the records above: 10.12; 11.47.